Molecular formula: C3H10NO
Method: DFT, ωB97M-V/def2-TZVPD

* electronic energy: -6803.4774 eV
* max |F|: 2.44 eV/Å
* net charge: +1

Geometry as XYZ:
```
15
C3H10NO (ωB97M-V/def2-TZVPD)
C 2.52777 -0.63072 -0.89220
C 1.38165 0.23541 -0.45438
C 0.10426 -0.05781 -0.68052
N -0.91780 0.74717 0.03563
H 2.31638 -1.70258 -0.66243
H 3.45899 -0.38875 -0.46851
H 2.59817 -0.64016 -1.97135
H 1.64423 1.23772 -0.15018
H -0.38292 -0.93697 -1.16125
H -0.49177 1.51703 0.48801
H -1.39448 0.17205 0.71409
H -1.62146 1.23703 -0.51188
H -3.31680 -0.90864 1.57055
H -3.21820 0.41814 2.24831
O -2.68801 -0.29893 1.89612
```

Atomic partial charges in e from the Mulliken method, atoms 1 to 8: atom 1 (C): -1.210, atom 2 (C): -0.056, atom 3 (C): -0.106, atom 4 (N): -0.242, atom 5 (H): 0.306, atom 6 (H): 0.363, atom 7 (H): 0.320, atom 8 (H): 0.288

=====

Molecular formula: C3H10NO
Method: DFT, ωB97M-V/def2-TZVPD

* electronic energy: -6803.3827 eV
* max |F|: 2.47 eV/Å
* net charge: +1

Geometry as XYZ:
```
15
C3H10NO (ωB97M-V/def2-TZVPD)
C -1.20113 -0.89494 -0.94963
C 0.23218 -0.74894 -0.50012
C 1.06859 1.59865 -0.83948
N 0.64750 0.61026 -0.16272
H -1.26043 -0.63690 -2.00908
H -1.51556 -1.93518 -0.89982
H -2.02785 -0.33240 -0.51288
H 0.52176 -1.35406 0.35240
H 0.88482 -1.12940 -1.28665
H 1.25726 2.53523 -0.33383
H 1.23460 1.45389 -1.90339
H 0.26231 0.92664 0.73951
H -0.79429 -0.14841 2.50178
H 0.60597 -0.14500 3.25800
O 0.08427 0.20057 2.54590
```

Atomic partial charges in e from the Mulliken method, atoms 1 to 8: atom 1 (C): -1.033, atom 2 (C): -0.449, atom 3 (C): -0.106, atom 4 (N): 0.104, atom 5 (H): 0.342, atom 6 (H): 0.323, atom 7 (H): 0.373, atom 8 (H): 0.300

=====

Molecular formula: C3H10NO
Method: DFT, ωB97M-V/def2-TZVPD

* electronic energy: -6787.9682 eV
* 2S+1: 2
* max |F|: 5.20 eV/Å
* net charge: +2

Geometry as XYZ:
```
15
C3H10NO (ωB97M-V/def2-TZVPD)
C -0.54217 -0.71759 0.89815
C -0.54773 0.70511 0.50743
C -0.02038 1.32350 -0.79997
O 0.29003 0.29345 -1.85465
N 0.54063 -1.59763 0.28998
H -1.55008 -1.10603 0.62789
H -0.42630 -0.77671 2.07418
H -1.54824 1.23408 0.68156
H 0.08583 1.27781 1.28374
H -0.73510 2.09937 -1.13916
H 0.92377 1.84829 -0.62639
H 1.09342 0.63828 -2.15235
H 0.37268 -1.60636 -0.71367
H 0.65626 -2.52484 0.63802
H 1.40737 -1.09074 0.28522
```

Atomic partial charges in e from the Mulliken method, atoms 1 to 8: atom 1 (C): -0.523, atom 2 (C): -0.502, atom 3 (C): -0.312, atom 4 (O): -0.216, atom 5 (N): -0.264, atom 6 (H): 0.372, atom 7 (H): 0.392, atom 8 (H): 0.451

=====

Molecular formula: C3H10NO2
Method: DFT, ωB97M-V/def2-TZVPD

* electronic energy: -8857.2226 eV
* max |F|: 1.20 eV/Å
* net charge: -1

Geometry as XYZ:
```
16
C3H10NO2 (ωB97M-V/def2-TZVPD)
C 0.48298 -0.37737 0.32452
C 0.95982 -0.64878 -1.09452
C 0.64564 0.60119 -1.98845
O 0.94571 0.51137 -3.27965
N 1.14201 -1.14830 1.44939
H 0.58994 0.70665 0.46716
H -0.58075 -0.59708 0.50685
H 0.44402 -1.53690 -1.53255
H 2.04818 -0.88251 -1.12464
H -0.51177 0.78328 -1.85724
H 1.20285 1.35371 -1.38466
H 0.38730 -1.46517 2.09968
H 1.31936 -2.05284 1.01500
H -2.57447 2.16725 1.85267
H -3.40855 0.90056 2.04145
O -3.09228 1.68492 2.50499
```

Atomic partial charges in e from the Mulliken method, atoms 1 to 8: atom 1 (C): -0.188, atom 2 (C): -0.537, atom 3 (C): -0.387, atom 4 (O): -0.852, atom 5 (N): -0.734, atom 6 (H): 0.206, atom 7 (H): 0.186, atom 8 (H): 0.289

=====

Molecular formula: C3H10NO2
Method: DFT, ωB97M-V/def2-TZVPD

* electronic energy: -8854.1277 eV
* 2S+1: 2
* max |F|: 4.91 eV/Å
* net charge: 0

Geometry as XYZ:
```
16
C3H10NO2 (ωB97M-V/def2-TZVPD)
C 0.58392 0.91781 0.77619
N 1.17624 0.03971 -0.26975
C 0.99944 -1.42406 0.16082
O -0.34320 -1.66936 0.39959
C -0.42409 1.93283 0.27923
H 1.36307 1.60553 1.13647
H 0.12640 0.36016 1.69931
H 0.57657 0.11325 -1.02886
H 1.46802 -2.05968 -0.60854
H 1.45813 -1.43929 1.13125
H -0.03429 2.55471 -0.54246
H -1.32010 1.29701 0.05959
H -0.81595 2.78994 0.86708
H -1.57175 -2.04402 -2.06405
H -1.27990 -1.52522 -0.50913
O -1.96251 -1.44930 -1.48673
```

Atomic partial charges in e from the Mulliken method, atoms 1 to 8: atom 1 (C): -0.109, atom 2 (N): -0.367, atom 3 (C): -0.405, atom 4 (O): -0.350, atom 5 (C): -1.190, atom 6 (H): 0.287, atom 7 (H): 0.203, atom 8 (H): 0.284

=====

Molecular formula: C3H10NO2
Method: DFT, ωB97M-V/def2-TZVPD

* electronic energy: -8852.3154 eV
* max |F|: 0.57 eV/Å
* net charge: +1

Geometry as XYZ:
```
16
C3H10NO2 (ωB97M-V/def2-TZVPD)
C 1.73517 0.91763 -0.83620
C 0.52414 -0.02726 -0.72682
C -0.37751 0.45222 0.34703
N -0.15809 0.14141 1.58949
O -1.63255 -1.90399 0.36619
O -1.34397 1.27879 0.10587
H 1.42873 1.94869 -0.97192
H 2.36712 0.85316 0.04654
H 2.33024 0.62628 -1.69076
H 0.87402 -1.03354 -0.50222
H -0.00675 -0.05087 -1.67894
H 0.54066 -0.54341 1.84329
H -1.57215 -2.68093 -0.19733
H -0.77131 0.48990 2.31667
H -2.47720 -1.97097 0.82142
H -1.46057 1.50289 -0.83232
```

Atomic partial charges in e from the Mulliken method, atoms 1 to 8: atom 1 (C): -1.067, atom 2 (C): -0.597, atom 3 (C): 0.632, atom 4 (N): -0.241, atom 5 (O): -0.548, atom 6 (O): -0.452, atom 7 (H): 0.325, atom 8 (H): 0.351

=====

Molecular formula: C3H10NO2PS
Method: DFT, ωB97M-V/def2-TZVPD

* electronic energy: -28982.1211 eV
* max |F|: 4.25 eV/Å
* SMILES: CNP(=O)=S.CCO
* net charge: 0

Geometry as XYZ:
```
18
C3H10NO2PS (ωB97M-V/def2-TZVPD)
C -0.84135 -2.33967 0.50835
N -1.28387 -1.07014 1.01004
P -1.95032 -0.07150 -0.11809
O -2.20465 -0.58588 -1.48122
S -2.58545 1.61234 0.61356
H 0.14216 -2.42265 0.84720
H -1.45646 -3.10135 0.92700
H -0.64071 -2.32072 -0.58330
H -1.28805 -0.90621 2.01571
C 1.19697 2.07962 0.01810
C 1.12790 0.90022 -0.96072
O 1.93126 -0.18912 -0.62215
H 2.17452 2.55894 -0.05737
H 0.22223 2.70534 -0.27568
H 1.17989 1.60854 0.92440
H 1.52660 1.13165 -1.89229
H 0.18412 0.38633 -0.99569
H 2.56521 0.02425 0.12212
```

Atomic partial charges in e from the Mulliken method, atoms 1 to 8: atom 1 (C): -0.845, atom 2 (N): -0.153, atom 3 (P): 0.646, atom 4 (O): -0.557, atom 5 (S): -0.352, atom 6 (H): 0.348, atom 7 (H): 0.331, atom 8 (H): 0.298

=====

Molecular formula: C3H10NO2S
Method: DFT, ωB97M-V/def2-TZVPD

* electronic energy: -19693.7648 eV
* max |F|: 1.82 eV/Å
* net charge: -1

Geometry as XYZ:
```
17
C3H10NO2S (ωB97M-V/def2-TZVPD)
C -1.07051 -0.08355 0.60531
O -2.31022 -0.13346 0.02281
C 0.05150 0.18215 -0.39458
C 1.40343 -0.25121 0.22891
S 2.91484 0.55071 -0.38129
N 0.05420 1.56180 -0.87461
H -1.08484 0.84924 1.23759
H -0.77193 -0.91567 1.27924
H -0.14542 -0.44189 -1.26497
H 1.49776 -1.30449 -0.02000
H 1.40564 -0.08254 1.30716
H 2.80874 1.73316 0.22330
H -0.44122 2.13606 -0.19996
H -0.42457 1.64036 -1.75920
H -2.91442 -1.48057 0.58232
H -3.44866 -2.75817 -0.04112
O -3.41534 -2.34507 0.83249
```

Atomic partial charges in e from the Mulliken method, atoms 1 to 8: atom 1 (C): -0.635, atom 2 (O): -0.898, atom 3 (C): 0.467, atom 4 (C): -0.963, atom 5 (S): -0.270, atom 6 (N): -0.572, atom 7 (H): 0.134, atom 8 (H): 0.290